45
Properties=species:S:1:pos:R:3:forces:R:3 method="wB97M-V/def2-TZVPD" de_lowest_ev=1.313 homo_ev=-3.443 homo_lumo_gap_ev=4.66 total_charge=-1
Ca 0.4182 0.3946 0.3010 0.26 0.07 -0.29
N -0.6813 -2.0258 0.4160 -0.08 0.15 0.09
C -0.4676 -2.0227 1.8664 0.11 -0.09 -0.04
C -0.5740 -3.3542 2.5882 0.12 -0.01 0.02
C -1.9668 -3.9655 2.5714 -0.18 -0.10 -0.24
C -2.2236 -4.9230 3.7259 0.08 0.04 0.47
N -1.6292 -4.5044 5.0066 0.04 -0.75 -0.19
C -1.8529 -3.3538 5.6390 -0.94 1.51 0.13
N -2.3995 -2.3243 5.0255 -0.56 -4.84 5.88
N -1.5245 -3.2735 6.9505 0.29 -0.29 0.52
C -1.3411 -0.8997 2.4669 1.11 0.78 -1.55
O -2.1319 -1.1347 3.4196 0.50 5.05 -4.91
O -1.1726 0.2130 1.9291 -0.80 -0.29 0.81
H -1.6184 -2.3024 0.1502 0.03 -0.06 -0.02
H 0.0150 -2.5917 -0.0575 0.04 0.04 0.02
H 0.5731 -1.6867 1.9845 0.01 0.01 0.09
H -0.2596 -3.1586 3.6173 0.01 -0.07 -0.05
H 0.1691 -4.0485 2.1838 -0.04 0.06 -0.04
H -2.1483 -4.5159 1.6440 0.08 0.01 0.00
H -2.7149 -3.1746 2.5957 -0.05 -0.08 -0.01
H -1.7936 -5.9066 3.5373 0.03 0.04 -0.10
H -3.2952 -5.0640 3.8795 -0.02 0.02 -0.07
H -0.9510 -5.1240 5.4137 -0.03 0.02 0.02
H -2.0998 -2.0004 4.0219 -0.06 -0.99 -0.50
H -2.6349 -1.5393 5.6141 0.04 -0.05 0.04
H -1.2015 -4.0871 7.4426 0.08 0.01 0.01
H -1.2583 -2.3801 7.3265 -0.04 -0.03 -0.04
S 3.3794 1.7005 2.4219 -0.07 0.02 0.17
Sb 3.5009 1.1807 0.2024 -0.47 -0.21 -0.32
S 1.6507 2.4130 -0.8158 0.16 -0.15 0.04
S 2.5747 -1.0932 0.1365 0.06 0.10 -0.03
S 5.3563 1.3022 -1.0733 0.18 0.05 0.02
C -4.9610 1.9124 -1.8849 -0.08 0.09 -0.05
Sb -3.3167 1.2702 -0.6677 0.23 -0.21 0.02
C -2.2423 3.1068 -0.8695 0.00 0.08 0.00
C -4.2339 1.7438 1.2048 -0.04 0.06 0.07
H -5.2998 2.8916 -1.5443 -0.01 -0.01 -0.02
H -5.7901 1.2074 -1.8326 0.01 -0.01 0.02
H -4.6358 1.9909 -2.9220 -0.01 0.00 0.00
H -2.8879 3.9314 -0.5647 0.02 0.01 -0.01
H -1.9516 3.2336 -1.9120 -0.01 0.01 0.00
H -1.3268 3.1208 -0.2775 -0.01 -0.02 0.02
H -4.6782 2.7383 1.1491 0.00 -0.01 0.03
H -3.4695 1.7191 1.9804 0.01 0.01 -0.02
H -5.0046 1.0150 1.4549 -0.01 0.00 -0.03

=====

44
Properties=species:S:1:pos:R:3:forces:R:3 method="wB97M-V/def2-TZVPD" multiplicity=7 homo_ev="-10.783 / -11.071" homo_lumo_gap_ev="5.81 / 4.44" total_charge=+1
O 0.9555 3.3478 0.7276 0.28 -2.03 0.00
H 1.6297 4.0159 0.6393 0.26 0.44 0.13
Eu 0.8185 0.9885 0.2624 -6.69 1.39 -2.39
N 0.7339 -1.0360 -1.4869 0.16 -1.07 -1.04
N 0.7485 1.3597 -2.3434 1.78 1.99 -2.22
N -0.8714 -0.6215 1.3735 0.04 -0.18 2.08
N -0.9210 1.8029 2.1206 1.13 -1.84 2.00
O 0.5924 -2.2759 -1.0810 0.09 1.48 -0.31
O -1.0034 -1.9201 0.9335 0.45 -0.06 -0.94
O -0.2575 2.6932 2.8212 0.67 1.08 -0.97
O 0.8732 2.5746 -2.7961 -0.49 -1.68 1.31
C 0.8980 0.4233 -3.3490 -0.86 -0.74 1.65
C 0.7942 -0.9087 -2.8604 -0.23 -0.57 0.63
C -1.5567 -0.3971 2.5270 0.25 -0.20 -2.43
C -1.5479 0.9364 2.9678 0.26 1.97 -1.30
C 0.6393 -2.1496 -3.7400 -0.05 -0.23 -0.19
H -0.3389 -2.6554 -3.5175 0.90 0.49 0.00
H 1.4410 -2.9184 -3.5590 -0.74 0.85 -0.01
H 0.6269 -1.8991 -4.8291 0.10 -0.09 1.03
C 1.0313 0.7741 -4.7814 0.31 0.08 -0.21
H 1.7085 1.6198 -4.8629 0.05 0.10 -0.09
H 0.0840 1.0963 -5.2315 0.07 -0.09 0.22
H 1.4320 -0.0659 -5.3618 -0.17 0.28 0.24
C -2.3711 -1.4117 3.2405 0.02 -0.80 -0.29
C -2.0835 1.3902 4.2880 0.05 -0.08 0.76
H -2.2350 -2.3610 2.7181 -0.19 0.00 0.37
H -3.4371 -1.1378 3.1936 0.35 -0.02 0.08
H -2.0861 -1.5198 4.3005 -0.06 0.16 -0.45
H -1.9557 2.4743 4.4683 0.10 -0.72 -0.34
H -1.5981 0.8423 5.1246 -0.26 0.37 -0.39
H -3.1633 1.1678 4.3495 0.38 -0.05 -0.06
H -0.3646 -2.0238 0.1349 -0.71 -0.16 1.02
H 0.7411 3.0810 1.7200 -0.94 1.50 0.21
C 2.7106 0.1353 1.0454 3.30 2.13 1.13
H 3.1710 -0.0570 0.0560 -0.16 -0.31 0.79
H 2.2289 -0.5536 1.7015 -0.06 -0.94 0.26
H 2.8093 1.2410 1.4820 0.33 -2.35 -0.73
O 2.5643 -3.7153 0.4362 -1.07 0.46 1.64
H 2.1616 -3.8631 1.3512 0.75 0.25 -2.00
H 1.9321 -3.1276 -0.0373 0.32 -0.72 0.41
N -1.5922 1.1696 -0.9162 -1.01 1.44 -0.03
H -2.1098 2.0938 -1.0333 1.13 -1.31 0.39
H -2.2201 0.6089 -0.3395 0.11 -0.02 -0.12
H -1.6123 0.7815 -1.8568 0.03 -0.18 0.15

=====

44
Properties=species:S:1:pos:R:3:forces:R:3 method="wB97M-V/def2-TZVPD" de_lowest_ev=2.051 multiplicity=7 homo_ev="-10.251 / -10.265" homo_lumo_gap_ev="4.80 / 4.83" total_charge=+1
O -0.2030 0.4300 -4.7838 -0.88 -0.24 -0.40
H -0.7236 0.0456 -5.5195 0.55 0.30 0.59
Tb -0.1647 0.0944 0.1440 2.45 2.68 -1.84
N 0.1341 1.8365 1.5480 2.10 1.00 -0.94
N 1.3782 1.2262 -0.8139 0.70 1.52 1.92
N -1.3480 -1.0103 1.6721 -0.95 -3.02 1.98
N -0.4623 -1.7411 -0.8612 -0.83 -3.54 -0.71
O -0.4402 1.9914 2.7004 -0.76 0.02 0.71
O -1.6679 -0.6341 2.9803 -0.17 -1.07 -1.13
O 0.1391 -1.9833 -2.1182 -1.08 -0.89 1.46
O 2.0090 0.5640 -1.7543 -0.61 0.10 -0.14
C 1.8294 2.2570 -0.1102 0.09 -0.96 -2.63
C 1.1616 2.5932 1.1382 -1.82 -0.06 1.59
C -1.4945 -2.2945 1.2663 -0.69 3.29 2.67
C -0.9640 -2.6791 -0.0421 1.34 0.99 -4.32
C 1.5385 3.7387 2.0162 0.33 0.32 0.10
H 1.7891 3.3716 3.0336 -0.14 0.25 -0.55
H 0.6613 4.4116 2.1259 0.52 -0.35 0.00
H 2.3880 4.2961 1.5924 -0.39 -0.14 0.37
C 2.9500 2.9722 -0.7677 0.55 0.22 0.19
H 2.6491 3.1806 -1.8151 0.21 -0.01 0.58
H 3.8092 2.2782 -0.8406 -0.18 0.49 0.07
H 3.2053 3.8936 -0.2370 0.22 -0.23 -0.33
C -2.2082 -3.2862 2.1198 -0.15 -0.39 0.14
C -1.0446 -4.0657 -0.5627 0.17 -0.69 0.20
H -2.8502 -2.7635 2.8485 0.38 -0.22 -0.33
H -1.4905 -3.9192 2.6761 -0.32 0.23 -0.22
H -2.8308 -3.9432 1.4857 0.31 0.24 0.35
H -0.2650 -4.2002 -1.3313 -0.37 -0.01 0.36
H -2.0276 -4.2162 -1.0525 0.41 0.01 0.30
H -0.9144 -4.8025 0.2464 -0.15 0.17 -0.45
H -1.3640 0.3256 3.1062 0.23 -0.22 -0.75
H 0.5380 -1.1222 -2.4310 -0.09 -0.29 0.60
C -1.1301 0.8996 -3.8014 0.56 -0.13 -0.14
H -0.5459 1.5428 -3.1356 -0.20 0.16 -0.15
H -1.4854 0.0515 -3.2006 -0.36 0.04 -0.05
H -1.9776 1.4506 -4.2426 0.32 -0.19 0.29
O -2.2008 1.1748 0.0656 -0.45 -0.04 0.71
H -2.5172 0.4926 0.6881 -0.80 0.40 -0.23
H -1.8477 1.8415 0.6897 -0.39 0.51 -0.07
N 1.7896 -0.9647 1.2312 -0.22 0.11 -0.03
H 2.3606 -0.2820 1.7269 -0.04 -0.22 -0.07
H 2.3220 -1.3483 0.4554 0.26 -0.02 0.12
H 1.5158 -1.7034 1.8646 0.37 -0.12 0.17

=====

44
Properties=species:S:1:pos:R:3:forces:R:3 method="wB97M-V/def2-TZVPD" de_lowest_ev=0.000 multiplicity=4 homo_ev="-6.906 / -6.768" homo_lumo_gap_ev="6.52 / 5.31"
O 2.9573 1.0110 -1.5155 0.76 2.85 -0.12
H 3.4975 0.9163 -2.2982 -0.11 0.24 -0.36
V -0.1701 0.2760 -0.1853 1.38 -2.41 1.53
N 0.7820 1.8850 0.7092 -0.09 1.11 0.18
N 0.9864 -0.4643 1.5213 0.92 -0.44 0.64
N -1.8479 0.3659 -1.2555 -2.18 -1.11 -1.21
N -1.2042 -1.6114 0.1116 -1.65 -0.98 -1.41
O 0.3540 3.0740 0.5841 0.88 -0.77 0.02
O -2.2538 1.5084 -1.9547 0.21 -0.15 -0.01
O -0.8181 -2.6146 0.8772 -0.12 0.26 0.10
O 0.9346 -1.6213 2.1576 0.13 0.74 -0.68
C 2.0385 0.2995 1.8713 -1.34 0.14 -1.11
C 1.9481 1.6125 1.3330 0.28 -0.01 -0.07
C -2.6601 -0.6922 -1.3985 0.89 3.14 -0.46
C -2.3367 -1.8065 -0.5889 2.31 -0.40 2.08
C 3.0246 2.6135 1.3378 0.41 0.63 0.46
H 3.5611 2.5669 0.3770 -0.28 -0.07 0.17
H 3.7444 2.4256 2.1364 -0.06 0.13 -0.09
H 2.5981 3.6151 1.4564 0.14 -0.15 -0.06
C 3.1013 -0.2230 2.7434 0.74 0.27 0.43
H 3.6650 -1.0259 2.2542 -0.24 0.06 0.02
H 2.6969 -0.6174 3.6806 -0.02 -0.01 -0.21
H 3.8020 0.5826 2.9789 -0.05 -0.24 0.04
C -3.8371 -0.6407 -2.3043 -0.42 -0.40 -0.21
C -3.1868 -3.0247 -0.4379 -0.15 0.24 -0.44
H -3.7166 0.1210 -3.0751 0.01 -0.07 0.19
H -4.7542 -0.4251 -1.7380 0.18 0.03 -0.11
H -3.9866 -1.6165 -2.7873 0.06 0.23 0.16
H -2.8476 -3.6339 0.3929 0.08 0.04 -0.02
H -3.1667 -3.6191 -1.3576 -0.03 -0.05 0.15
H -4.2198 -2.7084 -0.2665 0.00 -0.17 -0.02
H -1.4638 2.0938 -1.9514 -0.23 -0.53 0.30
H 0.0531 -2.2001 1.5395 -0.21 -0.13 -0.22
C 1.4647 -0.9253 -1.2116 -1.41 -1.50 0.23
H 2.4358 -0.3720 -1.2686 -1.43 -1.50 0.53
H 0.9228 -0.8683 -2.1823 0.55 -0.49 0.37
H 1.5179 -1.9587 -0.8879 -0.02 -0.39 0.17
O 0.5372 1.2342 -1.6589 -0.75 2.55 -2.13
H 1.9154 1.2387 -1.7134 1.58 -0.33 0.02
H 0.2250 1.1962 -2.5807 0.24 -0.37 0.65
N -1.4330 0.9286 1.4285 -0.28 -0.23 1.30
H -2.2506 0.3241 1.5149 0.09 0.33 0.13
H -1.7157 1.8969 1.2930 -0.05 -0.12 -0.02
H -0.8943 0.8836 2.3192 -0.70 0.02 -0.90

=====

42
Properties=species:S:1:pos:R:3:forces:R:3 method="wB97M-V/def2-TZVPD" homo_ev=-2.958 homo_lumo_gap_ev=5.42 total_charge=-1
C -4.1474 -0.8983 -0.9460 1.89 0.07 -0.76
C -2.8525 -0.9544 -1.6190 -1.94 -0.56 1.53
C -1.6010 -1.7516 -0.9625 -2.04 0.74 -1.11
P -0.2599 -0.6160 -0.1245 0.09 -1.63 3.02
N -1.6180 0.1980 0.6646 -1.00 -0.22 0.89
C 0.0313 -1.8635 1.3359 1.16 -0.48 2.11
C -0.1984 -1.2928 2.8018 -1.63 -0.90 -0.03
O 0.3986 -2.1453 3.8461 0.16 -0.14 -1.02
C 1.0826 0.6016 0.5185 1.80 0.95 -0.52
C 0.6760 2.1316 0.7372 0.72 0.02 1.61
C 1.9151 3.1318 0.3777 0.12 0.52 0.14
C 1.6399 4.0043 -0.9359 -2.55 1.91 1.24
O 0.6347 4.7668 -0.8942 3.97 -2.97 -0.99
O 2.4786 3.9432 -2.0767 -0.62 0.46 1.76
P -0.3417 0.6899 -1.9540 0.20 1.01 -2.09
S -0.1019 -0.2993 -3.6628 -0.57 0.42 -0.58
P 1.2298 -1.8665 -1.2256 1.78 -1.48 -2.72
O 2.8365 -1.6796 -0.6259 -0.34 0.17 0.19
O 0.9244 -3.5658 -0.9020 0.83 1.21 0.77
H -4.2917 -0.3152 0.0383 0.48 -2.24 -0.91
H -4.9892 -1.5115 -1.4133 0.57 2.25 0.04
H -2.8389 -0.4837 -2.6564 0.17 -2.11 0.69
H -2.1177 -2.4545 -0.2111 1.11 1.09 -1.10
H -1.1895 -2.3706 -1.8343 -0.58 0.83 1.13
H -1.4198 0.7482 1.5011 0.36 -0.01 -0.33
H -2.2272 -0.5656 1.0286 0.40 0.85 -0.60
H -0.5462 -2.8410 1.2466 0.60 1.27 0.07
H 1.1488 -2.1797 1.3005 -1.56 0.55 0.17
H 0.1113 -0.2123 2.9817 0.02 -1.50 -0.30
H -1.3374 -1.3348 3.0167 1.59 0.29 -0.39
H 0.5776 -3.0316 3.4488 -0.29 1.24 0.26
H 1.8580 0.6717 -0.3431 -1.11 -0.43 1.30
H 1.6931 0.1823 1.4054 -1.05 0.79 -1.24
H -0.3081 2.4664 0.2762 1.45 -0.44 0.26
H 0.5375 2.2672 1.8801 0.00 -0.15 -1.75
H 1.9919 3.8951 1.2424 -0.17 -0.99 -1.55
H 2.9243 2.5860 0.3720 -1.57 0.55 -0.25
H 3.4289 3.9736 -1.8256 -0.97 -0.42 0.07
H 0.7484 1.6529 -2.0020 -0.95 -0.22 0.45
H -1.5341 1.5080 -1.9739 0.71 -0.15 0.16
H 3.3330 -1.2103 -1.3305 -0.65 -0.67 0.58
H 1.7204 -3.9748 -0.5010 -0.58 0.49 -0.21

=====

no.,energy (eV)
1,-94620.8526
2,-48753.4264
3,-51863.6530
4,-55121.7162
5,-60129.9327